Record 1
# C24H52AlCsF5N4O5SSi

A molecular structure, C24H52AlCsF5N4O5SSi in a non-equilibrium geometry (wB97M-V/def2-TZVPD, OMol25).

The geometry in XYZ format:
```
94
Properties=species:S:1:pos:R:3:mulliken_charge:R:1
C -4.5458 -2.0782 1.9646 -0.43
C -5.2125 -2.9281 0.9032 0.08
O -6.0765 -2.3805 0.2370 -0.58
N -4.8486 -4.3418 0.5761 0.49
C -4.8224 -5.1845 1.7817 -0.89
C -3.5548 -4.3482 -0.0823 -0.70
C -3.1215 -4.5873 -1.4221 -1.75
N -1.7292 -4.3628 -1.3620 0.30
C -1.3690 -4.0699 -0.1212 -0.36
Si 0.3060 -3.6004 0.7409 0.08
C 1.3977 -2.7711 -0.5479 -0.87
C 1.1708 -4.8654 1.6934 -0.85
C -0.2160 -2.2334 1.9538 -0.62
N -2.4249 -4.0496 0.6575 0.68
H -4.3060 -2.6222 2.8787 0.30
H -3.5771 -1.7035 1.5796 -0.10
H -5.1130 -1.1859 2.1999 0.36
H -4.3537 -6.1380 1.5489 0.35
H -5.8538 -5.3936 2.0631 0.35
H -4.3325 -4.7233 2.6467 0.36
H -3.7576 -4.8797 -2.2999 1.25
H -1.0662 -4.4315 -2.1202 0.21
H 1.6147 -3.4119 -1.4020 0.56
H 0.9014 -1.8627 -0.9072 0.10
H 2.3173 -2.4675 -0.0448 0.30
H 2.0415 -5.2164 1.1456 0.25
H 0.5122 -5.6993 1.9504 0.36
H 1.5113 -4.4301 2.6480 0.42
H -1.1949 -2.3970 2.4137 0.36
H 0.5143 -2.2196 2.7631 0.40
H -0.2789 -1.2614 1.4695 -0.26
H -2.4796 -3.9009 1.6525 0.47
F 0.0715 -8.6405 -2.0169 -0.39
Al 1.1050 -8.4166 -0.7058 0.60
F 2.0042 -9.8105 -0.4268 -0.38
F 0.1828 -8.0183 0.6585 -0.39
F 2.1292 -7.1059 -1.0509 -0.41
C 2.6296 5.1250 -2.0150 -0.63
C 3.8487 4.2105 -2.0054 -0.56
C 3.5545 2.7228 -2.2392 -1.02
C 2.3182 2.0827 -1.6120 -0.54
N 2.2777 1.7819 -0.1261 0.74
C 2.8584 0.4195 0.1890 -0.71
C 4.3629 0.6321 0.2495 -1.09
C 4.5406 2.0887 0.7314 -0.80
C 3.1348 2.6936 0.7190 -0.50
C 0.8493 1.8701 0.3752 -0.90
C -0.0960 0.8045 -0.1505 1.13
C -0.6454 0.9103 -1.5759 -1.67
H 1.9157 4.8543 -1.2345 -0.33
H 2.9368 6.1534 -1.8258 0.47
H 2.1132 5.0944 -2.9777 0.40
H 4.4034 4.3588 -1.0774 0.23
H 4.5322 4.5293 -2.7948 0.49
H 4.4490 2.1359 -2.0322 0.07
H 3.3853 2.5979 -3.3131 0.60
H 2.1666 1.1221 -2.0985 0.14
H 1.4437 2.6939 -1.8258 0.66
H 2.4588 0.1290 1.1609 0.60
H 2.5435 -0.3015 -0.5588 0.34
H 4.8085 0.4928 -0.7341 0.34
H 4.8340 -0.0916 0.9104 0.50
H 5.2307 2.6337 0.0902 0.22
H 4.9511 2.1329 1.7379 0.46
H 3.0499 3.7166 0.3675 0.17
H 2.7148 2.6588 1.7217 0.69
H 0.4947 2.8776 0.1674 0.25
H 0.9231 1.7612 1.4565 0.71
H -0.9593 0.8365 0.5191 0.64
H 0.3526 -0.1736 -0.0042 -1.36
H -0.9786 1.9198 -1.8195 0.42
H -1.4921 0.2215 -1.6332 0.33
H 0.0640 0.5841 -2.3360 0.32
F 3.2168 -4.6971 3.3952 -0.93
Cs -4.1285 -2.2383 -1.6752 0.93
C -1.2824 7.8335 0.1733 -0.67
C -1.0172 8.2633 1.6226 -0.59
C -0.1983 7.1502 2.2883 -0.82
S 0.7364 6.3654 0.9688 1.27
O 0.2816 4.9989 0.8221 -0.69
O 2.1425 6.6452 1.1143 -0.75
C 0.0553 7.3400 -0.3689 -0.69
H -1.6747 8.6515 -0.4280 0.40
H -2.0129 7.0220 0.1546 0.31
H -0.4479 9.1944 1.6294 0.29
H -1.9428 8.4416 2.1665 0.34
H 0.5045 7.5260 3.0275 0.36
H -0.8330 6.3877 2.7360 0.37
H -0.0304 6.7183 -1.2573 0.37
H 0.7443 8.1643 -0.5517 0.40
O -4.6801 -5.8487 -4.2278 -0.88
H -4.8949 -6.6932 -3.8198 0.24
O -6.9575 -6.3600 -2.8905 -0.81
H -7.1014 -5.4069 -2.9019 0.13
```

Values from the calculation:
energy above the lowest of the compared OMol25 structures with the same formula, charge and spin	0.0	kcal/mol
spin multiplicity	1
charge	-1
HOMO energy	-1.72	eV



Record 2
# C24H52AlINOP2

A molecular structure, C24H52AlINOP2 in a non-equilibrium geometry (wB97M-V/def2-TZVPD, OMol25).

The geometry in XYZ format:
```
82
Properties=species:S:1:pos:R:3:mulliken_charge:R:1
C -5.3806 4.8495 -0.0979 -1.09
C -3.8864 5.3689 -0.2798 -0.49
C -3.0455 5.2239 1.0797 -0.37
C -1.5435 5.6865 0.7837 -0.86
C -0.4527 4.7711 1.5094 -0.59
C -0.5978 3.2796 0.9770 -0.03
C 0.7190 2.4103 1.0783 0.65
C 1.2580 2.2355 2.5746 -1.02
C 0.0962 1.7464 3.5720 -0.63
C -0.1628 0.1867 3.4242 -0.46
C -1.3758 -0.1695 2.4259 -0.34
C -1.1757 -1.5658 1.6839 -0.22
C -1.4955 -1.5374 0.1144 -0.65
Al 0.1074 -1.8861 -1.1047 -1.12
C 0.7024 -0.1305 -2.0371 0.27
C 2.0137 -0.4828 -2.8857 -0.68
C 3.2490 0.3616 -2.3159 1.13
C 4.3382 -0.5361 -1.5539 -1.01
C 4.0152 0.9759 -3.5873 -1.60
P 1.9808 -2.6790 0.1136 0.04
O 2.3667 -1.3992 1.2139 -0.36
I 1.3497 -4.6480 1.4559 -0.21
P -0.2522 -3.4381 -2.8025 0.44
C -1.3130 -2.7701 -4.2178 -0.69
C -0.3358 -1.9043 -5.1655 -0.77
C -0.8640 -5.1092 -2.1656 -0.51
C 0.0937 -6.2497 -2.8057 -0.88
H -5.9742 5.5093 0.5991 0.27
H -5.3200 3.8101 0.3389 0.28
H -5.9521 4.7700 -1.0668 0.33
H -3.9356 6.4344 -0.6481 0.27
H -3.3109 4.7655 -1.0556 0.33
H -3.4949 5.9799 1.7984 0.33
H -3.1021 4.1757 1.4828 0.24
H -1.4075 5.7053 -0.3413 0.42
H -1.4439 6.7578 1.1405 0.37
H -0.6107 4.7536 2.6262 0.20
H 0.5743 5.1495 1.2106 0.33
H -1.4709 2.7785 1.5033 -0.23
H -0.8867 3.3291 -0.1151 0.33
H 0.4375 1.3593 0.7409 -0.83
H 1.5747 2.8111 0.4437 0.44
H 2.0562 1.4340 2.6379 0.41
H 1.7459 3.1972 2.9387 0.35
H -0.8310 2.3826 3.5204 0.26
H 0.5282 1.9112 4.6162 0.35
H -0.4024 -0.1992 4.4690 0.42
H 0.7776 -0.3314 3.0831 0.13
H -2.2826 -0.2739 3.1110 0.39
H -1.6199 0.6732 1.7185 -0.13
H -1.9260 -2.2868 2.1493 0.27
H -0.1547 -1.9588 1.9497 -0.06
H -2.3389 -2.2592 -0.0889 0.41
H -1.8630 -0.4772 -0.1094 0.31
H -0.1347 0.1071 -2.7708 0.24
H 0.8513 0.6994 -1.2909 -0.36
H 2.2705 -1.5892 -2.8137 0.17
H 1.8996 -0.2799 -4.0008 0.16
H 2.9288 1.1689 -1.5989 -0.06
H 5.3611 -0.4375 -2.0462 0.37
H 4.0819 -1.6328 -1.5787 0.20
H 4.4819 -0.2347 -0.4712 0.12
H 4.4021 0.1272 -4.2394 0.33
H 3.2830 1.5650 -4.2314 0.37
H 4.8627 1.6504 -3.2744 0.43
H 2.9739 -1.7277 1.8967 0.25
H -1.6401 -3.6492 -4.8647 0.28
H -2.1869 -2.1313 -3.9081 0.35
H -0.4423 -0.8148 -4.8887 0.16
H -0.5382 -2.0671 -6.2639 0.39
H 0.7474 -2.1723 -4.9696 0.19
H -1.9054 -5.3447 -2.5686 0.36
H -0.9351 -5.1971 -1.0458 0.27
H 1.0652 -5.7159 -3.0446 0.23
H -0.3487 -6.5859 -3.7923 0.27
H 0.2980 -7.0990 -2.0932 0.27
C 1.7325 -5.4035 5.3260 -0.33
C 0.9710 -4.7675 6.4387 0.27
N 0.3788 -4.2728 7.3062 -0.39
H 1.5511 -6.4785 5.3210 0.27
H 1.4160 -4.9843 4.3696 -0.15
H 2.7996 -5.2231 5.4577 0.25
```

Values from the calculation:
energy above the lowest of the compared OMol25 structures with the same formula, charge and spin	80.9	kcal/mol
spin multiplicity	1
charge	-1
HOMO energy	-3.96	eV



Record 3
# C24H52BBeBr2ClCsF8N2NaO8P

A molecular structure, C24H52BBeBr2ClCsF8N2NaO8P in a non-equilibrium geometry (wB97M-V/def2-TZVPD, OMol25).

The geometry in XYZ format:
```
102
Properties=species:S:1:pos:R:3:mulliken_charge:R:1
N 2.6721 -0.1532 -1.3016 -0.34
C 2.8231 0.1503 -2.7353 0.60
C 3.2151 1.6390 -2.8668 -0.80
C 2.0696 2.6304 -3.3459 -0.24
C 0.9995 2.0697 -4.3298 -1.91
P -0.4854 1.1514 -3.6949 0.83
N -0.0810 -0.1689 -4.9484 -0.76
C -0.5811 -0.2445 -2.4216 -1.31
C -2.0705 -0.4781 -1.9213 -0.41
O -2.6366 -1.4916 -2.1358 -0.45
C -2.0969 1.4163 -4.6987 -1.05
O -2.2382 2.7877 -5.1238 -0.11
O -3.5891 3.1325 -5.0488 -0.44
C -1.0170 2.5392 -2.4636 0.45
F -0.6963 3.8341 -2.8980 -0.40
F -2.3955 2.6076 -2.2483 -0.33
C -0.4083 2.4333 -0.9982 0.24
F -1.2577 1.9291 -0.0939 -0.27
F -0.1073 3.7252 -0.5579 -0.36
H 2.5708 -1.1533 -1.1500 0.20
H 3.4458 0.2282 -0.7601 0.06
H 3.7006 -0.4505 -3.0861 0.62
H 1.9683 -0.1800 -3.3512 -0.72
H 3.6142 2.0406 -1.9084 0.36
H 4.0751 1.7166 -3.6064 0.36
H 1.6908 3.1889 -2.4409 0.53
H 2.6244 3.4393 -3.9583 0.07
H 1.5586 1.4824 -5.0849 0.71
H 0.6176 2.9483 -4.9028 0.45
H -0.8466 -0.8453 -5.0147 0.39
H -0.0001 0.2346 -5.8839 0.25
H 0.1629 -0.1747 -1.6057 0.77
H -0.3188 -1.1962 -2.9140 0.80
H -2.6575 0.3065 -1.3948 0.38
H -2.9883 1.0389 -4.1589 0.41
H -2.0837 0.8383 -5.6443 0.55
H -3.7252 3.6466 -4.2324 0.29
H 0.5703 1.9167 -1.0465 0.15
B 6.0495 -0.7743 0.9513 0.54
F 5.7520 -0.9973 2.3101 -0.34
F 7.3907 -0.3359 0.8199 -0.40
F 5.8695 -1.9694 0.2199 -0.41
F 5.1777 0.2292 0.4332 -0.48
Cs 3.7429 5.1000 -3.5608 1.03
Cl -0.2818 -2.1720 -0.8250 -0.54
Be 1.1293 -2.1698 -4.3309 0.05
C -5.9832 4.9363 -9.6563 -1.05
C -4.5924 4.3350 -9.5429 -0.17
O -3.5579 5.3011 -9.4614 -0.43
C -3.6189 6.1923 -8.3603 -0.48
C -3.5680 5.4974 -7.0104 -0.80
H -6.0464 5.5898 -10.5294 0.28
H -6.7308 4.1471 -9.7533 0.40
H -6.2418 5.5344 -8.7813 0.26
H -4.3885 3.7444 -10.4374 0.36
H -4.5333 3.6436 -8.6958 0.15
H -4.5059 6.8315 -8.4391 0.30
H -2.7549 6.8535 -8.4542 0.34
H -4.4145 4.8284 -6.8619 0.18
H -3.5786 6.2347 -6.2048 0.46
H -2.6607 4.8979 -6.9231 0.23
C 5.0350 0.6986 6.7450 -0.52
C 3.9752 1.6840 6.2843 -0.30
C 4.5531 2.1646 4.9622 -0.46
O 5.3101 1.0815 4.4259 -0.32
C 5.4728 0.0762 5.4278 -0.38
H 4.6708 -0.0364 7.4637 0.31
H 5.8709 1.2375 7.2016 0.26
H 3.0308 1.1601 6.1112 0.08
H 3.7898 2.4954 6.9899 0.33
H 5.2332 3.0132 5.1103 0.26
H 3.7807 2.4586 4.2482 0.25
H 4.8376 -0.7735 5.1583 0.22
H 6.5103 -0.2589 5.4437 0.29
O -0.4406 -4.6412 4.2468 -0.65
C 0.6542 -4.3080 3.5312 -0.47
C 0.2989 -3.0284 2.6079 0.26
O 1.2981 -2.6779 1.9134 -0.34
H 1.0564 -5.0653 2.8507 0.39
H 1.5468 -4.0268 4.0940 0.40
H -0.0941 -2.2790 3.3576 -0.01
H -0.6199 -3.3060 2.0451 0.15
Br -0.0316 -3.3976 5.6650 0.09
C -0.1351 -1.6194 6.5395 -0.77
C -1.4982 -1.3963 7.1371 -0.53
Br -2.8128 -0.9650 5.7581 -0.20
H 0.1344 -0.8785 5.7897 0.35
H 0.6290 -1.6316 7.3217 0.37
H -1.4956 -0.5363 7.8052 0.38
H -1.8763 -2.2643 7.6730 0.37
Na -2.5403 -4.8543 4.1925 0.96
C -3.7890 -8.3954 7.5800 -1.21
C -2.2595 -8.4155 7.7863 0.50
C -1.9674 -8.3528 9.2990 -1.31
O -1.7276 -7.3189 7.2017 -0.79
H -4.2425 -7.4864 7.9860 0.28
H -4.0430 -8.4587 6.5178 0.24
H -4.2633 -9.2522 8.0815 0.37
H -1.9203 -9.4208 7.4511 0.12
H -2.3678 -7.4426 9.7539 0.29
H -0.8929 -8.3859 9.4936 0.30
H -2.4217 -9.2088 9.8193 0.37
```

Values from the calculation:
energy above the lowest of the compared OMol25 structures with the same formula, charge and spin	93.7	kcal/mol
spin multiplicity	1
charge	-1
HOMO energy	-3.76	eV



Record 4
# C24H53ClFN3O3P

3 unconnected molecules or ions with the total composition C24H53ClFN3O3P in a non-equilibrium geometry (wB97M-V/def2-TZVPD, OMol25).

The geometry in XYZ format:
```
86
Properties=species:S:1:pos:R:3:mulliken_charge:R:1
C -2.0174 -0.1476 2.5313 -1.39
C -1.0312 -0.5512 1.4395 -0.08
P -1.7660 -1.8907 0.4145 -0.05
C -1.9378 -3.2993 1.6227 -1.39
N -0.5441 -2.3016 -0.7676 0.17
C 0.6776 -2.8135 -0.1253 -0.89
C 0.9417 -4.3253 -0.2349 -0.98
N -0.2514 -5.1334 -0.5586 1.28
F 0.2118 -6.4077 -0.8328 -0.22
C -1.1854 -4.6068 -1.6132 -1.19
C -1.2735 -5.5147 -2.8354 -2.17
C -2.4268 -6.5064 -2.7538 0.54
C -2.2543 -7.5977 -3.8086 -1.33
Cl -2.5862 -7.2480 -1.1291 -0.17
C -1.0285 -3.0845 -1.9206 0.99
C -2.4646 -2.6571 -2.3561 -1.10
C -2.6452 -1.2230 -2.8678 0.40
C -1.9511 -0.0141 -2.3179 -1.24
N -3.4283 -1.0182 -3.8283 -0.82
C -0.1438 -2.7653 -3.1690 -1.63
C 1.1628 -3.5277 -3.3800 0.56
C 2.4113 -2.7384 -2.9639 -1.87
O 1.2662 -3.7406 -4.8120 -0.56
H -1.4963 0.5322 3.1914 0.42
H -2.3184 -0.9872 3.1448 0.35
H -2.8850 0.3474 2.1178 0.36
H -0.7401 0.2885 0.8205 0.43
H -0.1482 -0.9307 1.9532 0.29
H -2.4394 -4.0986 1.0789 0.26
H -2.6383 -3.0013 2.3854 0.58
H -1.0011 -3.6594 2.0534 0.33
H 1.5763 -2.3036 -0.4429 0.38
H 0.6032 -2.5967 0.9298 0.69
H 1.2880 -4.6659 0.7305 0.54
H 1.7558 -4.5252 -0.9110 0.23
H -0.7786 -5.2510 0.3138 0.64
H -2.1690 -4.6770 -1.1717 0.42
H -1.4765 -4.9342 -3.7245 0.51
H -0.3430 -6.0172 -3.0523 0.59
H -3.3451 -5.9917 -2.9921 0.42
H -2.8263 -8.4742 -3.5408 0.39
H -1.2130 -7.8272 -3.9847 0.32
H -2.6562 -7.2236 -4.7446 0.38
H -2.6540 -3.2811 -3.2226 0.77
H -3.2115 -2.9448 -1.6250 0.54
H -0.9240 -0.1756 -2.0203 0.21
H -2.5071 0.3261 -1.4520 0.32
H -1.9578 0.7503 -3.0779 0.51
H -3.8636 -1.8848 -4.1458 0.30
H -0.7537 -2.8879 -4.0511 0.32
H 0.0934 -1.7117 -3.1260 0.69
H 1.1676 -4.5246 -2.9516 0.43
H 2.1430 -1.8475 -2.4089 0.34
H 2.8980 -2.3934 -3.8625 0.48
H 3.1190 -3.3460 -2.4119 0.29
H 1.5498 -4.6534 -4.9642 0.40
C 1.4677 4.3408 -1.7304 -1.19
C 0.4798 3.5599 -0.8812 0.00
O 1.0804 2.8571 0.1935 -0.33
C 1.7461 3.6555 1.1605 -0.47
C 0.8333 4.6295 1.8844 -0.81
H 2.2939 3.7006 -2.0432 0.30
H 0.9728 4.7367 -2.6174 0.41
H 1.8914 5.1843 -1.1837 0.29
H 0.0003 2.7974 -1.4983 0.04
H -0.3182 4.2137 -0.5130 0.33
H 2.5924 4.1809 0.7065 0.31
H 2.1651 2.9529 1.8820 0.33
H 0.4764 5.4170 1.2189 0.27
H 1.3668 5.1091 2.7060 0.26
H -0.0421 4.1125 2.2826 0.27
C 0.3845 8.4518 5.5539 -1.14
C 1.2910 7.2512 5.3411 -0.21
O 2.2457 7.4325 4.3107 -0.37
C 3.1779 8.4818 4.5073 -0.33
C 4.0592 8.2961 5.7311 -1.05
H -0.0570 8.7701 4.6087 0.31
H -0.4159 8.2018 6.2508 0.40
H 0.9295 9.3017 5.9674 0.26
H 0.6871 6.3960 5.0332 0.31
H 1.7855 6.9664 6.2764 0.29
H 2.6656 9.4494 4.5399 0.30
H 3.8028 8.4884 3.6138 0.30
H 3.4899 8.3903 6.6574 0.28
H 4.8453 9.0511 5.7478 0.39
H 4.5190 7.3069 5.7248 0.29
```

Values from the calculation:
spin multiplicity	1
charge	+1
HOMO energy	-10.94	eV



Number 1: LUMO energy 0.141 eV. Number 2: LUMO energy 2.247 eV. Number 3: LUMO energy -1.319 eV. Number 4: LUMO energy -2.706 eV.